No. 1
The following is a DFT calculation (ωB97M-V with the def2-TZVPD basis set) of a 6-piece molecular cluster, H14NO5 overall.

Output
LUMO = -2.93 eV
ΔE to the lowest compared entry with this formula, charge and spin = 10.51 kcal per mole
Kohn-Sham gap = 11.90 eV

Geometry as ORCA input:
```
! RIJCOSX wB97M-V def2-TZVPD def2/J DEFGRID3
* xyz 1 1
O 0.4535 0.3159 2.5431
O 2.0748 -1.6531 -0.3105
O -1.9295 -0.5783 1.7753
O 0.6888 2.2781 0.1620
O -0.9282 -0.5586 -3.3255
N -0.4319 -0.2679 -0.5830
H 0.4222 1.0151 1.8794
H -0.0132 0.6715 -0.5548
H -0.4892 -1.1141 -3.9783
H 2.9809 -1.3350 -0.2480
H 1.3634 2.6942 -0.3876
H 2.0673 -2.4700 0.2005
H -0.9759 -0.3886 0.3005
H -2.4164 0.0691 2.2960
H 0.7614 0.7398 3.3501
H -1.1660 -0.7885 2.3319
H -1.0469 -0.3161 -1.4119
H 0.2547 -1.0268 -0.6637
H 0.0719 2.9869 0.3820
H -1.7415 -0.2737 -3.7575
*
```

=====

No. 2
The following is a DFT calculation (ωB97M-V with the def2-TZVPD basis set) of a 6-piece molecular cluster, H14NO5 overall.

Output
LUMO = -2.70 eV
ΔE to the lowest compared entry with this formula, charge and spin = 15.47 kcal per mole
Kohn-Sham gap = 12.40 eV

Geometry as ORCA input:
```
! RIJCOSX wB97M-V def2-TZVPD def2/J DEFGRID3
* xyz 1 1
O 0.1329 2.1800 0.0433
O -3.3053 -1.4697 2.5770
O -0.8621 -2.3579 1.4556
O 2.6634 -1.0469 -1.7021
O 0.6073 3.1046 -2.5836
N 0.7374 -0.4948 0.2367
H 1.7118 -0.5879 0.5303
H -4.2192 -1.7603 2.6067
H 0.7694 -0.9143 -0.6882
H -0.4589 -2.7204 2.2497
H 1.0905 3.8478 -2.2006
H 0.1935 -1.1313 0.8651
H -3.2896 -0.5473 2.8439
H -0.8271 2.3129 0.0554
H 0.5887 0.5393 0.1727
H 0.3301 2.7156 -0.7501
H 0.6116 3.3383 -3.5200
H 3.4333 -1.5642 -1.4408
H 2.8284 -0.8089 -2.6209
H -1.7856 -2.2979 1.6814
*
```